DFT (ωB97M-V with the def2-TZVPD basis set) results for C3H4O in the gas phase at a distorted geometry.

As for the SMILES: C=CC=O. The multiplicity is 1. The relative energy (zero: lowest compared OMol25 entry of this formula, charge and spin) is 1.5526 eV. As for the HOMO energy: -9.9 eV. The HOMO-LUMO gap is 9.46 eV.

Positions of all 8 atoms, in Å:
O  0.466  1.728  0.953
C  0.773  -0.908  -0.584
C  -0.361  1.012  0.524
C  -0.391  -0.236  -0.247
H  -1.357  -0.380  -0.783
H  1.626  -0.694  0.292
H  -1.555  1.315  0.743
H  0.800  -1.837  -0.898

These are the natural (NBO) partial charges, in e, on atoms 1 to 6: atom 1 (O): -0.49, atom 2 (C): -0.27, atom 3 (C): 0.42, atom 4 (C): -0.31, atom 5 (H): 0.22, atom 6 (H): 0.20

---

DFT (ωB97M-V with the def2-TZVPD basis set) results for C3H4O in the gas phase at a distorted geometry.

As for the SMILES: C=CC=O. The multiplicity is 1. The relative energy (zero: lowest compared OMol25 entry of this formula, charge and spin) is 0.4023 eV. As for the HOMO energy: -10.0 eV. The HOMO-LUMO gap is 10.06 eV.

Positions of all 8 atoms, in Å:
O  1.355  -0.601  0.003
C  -1.414  -0.464  -0.045
C  -0.697  0.627  0.043
C  0.779  0.459  -0.024
H  1.402  1.399  0.021
H  -0.927  1.653  -0.034
H  -2.424  -0.555  0.030
H  -0.901  -1.418  0.118

These are the natural (NBO) partial charges, in e, on atoms 1 to 6: atom 1 (O): -0.52, atom 2 (C): -0.27, atom 3 (C): -0.33, atom 4 (C): 0.39, atom 5 (H): 0.11, atom 6 (H): 0.21

---

DFT (ωB97M-V with the def2-TZVPD basis set) results for C3H4O2 in the gas phase at a distorted geometry.

As for the SMILES: O[C@@]12C[C@@H]1O2. The multiplicity is 1. The relative energy (zero: lowest compared OMol25 entry of this formula, charge and spin) is 4.3916 eV. As for the HOMO energy: -8.4 eV. The HOMO-LUMO gap is 9.25 eV.

Positions of all 9 atoms, in Å:
O  1.369  -0.105  -1.178
O  -0.038  -1.343  0.309
C  -0.269  0.836  0.817
C  -0.915  -0.226  -0.045
C  0.489  -0.198  -0.213
H  -0.401  1.897  0.402
H  1.596  -0.969  -1.277
H  0.033  0.599  1.839
H  -1.863  -0.490  -0.655

These are the natural (NBO) partial charges, in e, on atoms 1 to 6: atom 1 (O): -0.65, atom 2 (O): -0.51, atom 3 (C): -0.46, atom 4 (C): -0.05, atom 5 (C): 0.50, atom 6 (H): 0.23

---

DFT (ωB97M-V with the def2-TZVPD basis set) results for C3H4O2 in the gas phase at a distorted geometry.

As for the SMILES: C[C@@H]1OC1=O. The multiplicity is 1. The relative energy (zero: lowest compared OMol25 entry of this formula, charge and spin) is 1.6398 eV. As for the HOMO energy: -10.5 eV. The HOMO-LUMO gap is 11.39 eV.

Positions of all 9 atoms, in Å:
O  3.252  0.880  0.125
O  2.056  -1.185  0.179
C  2.400  0.086  -0.077
C  1.038  -0.154  -0.569
C  -0.117  0.049  0.314
H  -0.552  -0.908  0.667
H  -0.869  0.740  -0.245
H  0.294  0.613  1.121
H  0.938  -0.678  -1.549

These are the natural (NBO) partial charges, in e, on atoms 1 to 6: atom 1 (O): -0.52, atom 2 (O): -0.49, atom 3 (C): 0.76, atom 4 (C): -0.03, atom 5 (C): -0.65, atom 6 (H): 0.25

---

DFT (ωB97M-V with the def2-TZVPD basis set) results for a molecular structure, C3H4O2 at a distorted geometry.

The multiplicity is 1. The relative energy (zero: lowest compared OMol25 entry of this formula, charge and spin) is 7.6104 eV. As for the HOMO energy: -10.3 eV. The HOMO-LUMO gap is 10.77 eV.

Positions of all 9 atoms, in Å:
O  -2.315  -1.014  -0.486
O  -1.818  -0.129  0.593
C  1.005  -0.100  0.569
C  2.116  -0.398  0.179
C  -0.717  0.643  0.023
H  -0.764  1.581  0.642
H  -0.653  0.690  -0.956
H  2.995  -0.824  0.304
H  -2.453  -1.884  -0.144

These are the natural (NBO) partial charges, in e, on atoms 1 to 6: atom 1 (O): -0.46, atom 2 (O): -0.26, atom 3 (C): -0.10, atom 4 (C): -0.30, atom 5 (C): 0.04, atom 6 (H): 0.22

---

DFT (ωB97M-V with the def2-TZVPD basis set) results for 2 unconnected molecules or ions with the total composition C3H4O2 at a distorted geometry.

The multiplicity is 1. The relative energy (zero: lowest compared OMol25 entry of this formula, charge and spin) is 2.9621 eV. As for the HOMO energy: -8.6 eV. The HOMO-LUMO gap is 9.50 eV.

Positions of all 9 atoms, in Å:
O  2.900  -0.524  -0.824
O  -0.436  -1.281  0.181
C  -0.014  -0.075  0.003
C  1.957  -1.103  -0.539
C  -1.039  0.969  0.269
H  -0.611  1.650  1.015
H  -1.127  1.565  -0.648
H  0.394  -1.814  -0.047
H  -2.023  0.613  0.591

These are the natural (NBO) partial charges, in e, on atoms 1 to 6: atom 1 (O): -0.50, atom 2 (O): -0.65, atom 3 (C): 0.30, atom 4 (C): 0.41, atom 5 (C): -0.76, atom 6 (H): 0.25